Density functional theory data (ωB97M-V/def2-TZVPD) for the molecule C7H8 at a distorted geometry.

```
15
Properties=species:S:1:pos:R:3:nbo_charge:R:1
C 2.85705 1.66687 -0.41813 -0.270
C 1.88836 0.93960 -0.35836 0.006
C 0.47304 0.66249 -0.34328 -0.479
C -0.26203 -0.39772 0.48585 -0.287
C -0.33956 -1.81184 -0.08933 -0.594
C -1.62066 0.15004 0.68070 0.009
C -2.71730 0.63328 0.80451 -0.253
H 3.86718 1.71480 -0.71738 0.229
H 0.06732 0.70284 -1.37001 0.239
H 0.38682 1.56639 0.27928 0.276
H 0.23717 -0.42918 1.45884 0.234
H -0.82980 -1.81432 -1.06856 0.212
H 0.65925 -2.24369 -0.19082 0.215
H -0.93264 -2.44580 0.57863 0.222
H -3.68989 1.05888 0.92730 0.241
```

Calculated values
Electronic energy, eV: -7383.9693
Lowest unoccupied orbital energy, hartree: 0.03036
HOMO-LUMO gap, eV: 10.5993
SMILES: C#CC[C@H](C)C#C
ΔE to the lowest compared entry with this formula, charge and spin, kcal per mole: 110.2